# 1
12 unconnected molecules or ions with the total composition C15H7Br3Cl44F3P at a distorted geometry, computed with ωB97M-V/def2-TZVPD.

XYZ file:
```
73
Properties=species:S:1:pos:R:3:forces:R:3
F 7.166101 1.664690 1.323149 0.32 -0.42 0.20
C 6.549668 2.550648 0.536299 -0.34 -1.04 0.40
F 7.414701 3.505092 0.262000 0.20 0.77 -0.31
Br 6.089344 1.594851 -1.089958 -0.03 0.18 0.09
C 5.318274 3.068226 1.300785 0.49 1.43 0.32
F 4.571663 2.026061 1.703142 -0.34 -0.43 -0.24
Br 6.046485 3.881341 2.958308 0.03 -0.12 -0.08
C 4.523207 4.166996 0.601783 -0.42 -0.53 -0.46
C 3.396679 3.660594 -0.343493 0.05 0.33 0.30
P 1.840494 3.036097 0.519870 1.26 0.34 -0.77
Br -0.051101 2.313250 1.725304 -0.56 -0.15 0.16
H 4.149280 4.849522 1.381501 -0.04 -0.38 -0.45
H 5.215476 4.741555 -0.014713 0.17 0.08 0.22
H 3.767081 2.924928 -1.058899 -0.03 -0.01 0.10
H 3.087017 4.526698 -0.938552 -0.01 0.02 0.04
H 1.917916 4.124900 1.415524 -0.25 -0.29 0.12
H 1.064213 3.186995 -0.645361 -0.07 -0.11 0.36
H 2.362910 1.751444 0.737309 -0.20 0.16 0.13
C 0.353515 3.288171 5.970701 -0.06 0.03 -0.06
Cl -0.257144 1.745637 6.569986 0.04 0.03 -0.04
Cl -0.888106 4.079007 4.987142 0.28 -0.11 -0.12
Cl 0.774738 4.329659 7.336636 -0.01 -0.02 -0.03
Cl 1.796195 2.999299 4.985849 -0.04 0.20 0.03
C -2.594139 -1.180793 2.703900 0.10 0.10 -0.02
Cl -1.891550 -1.421801 1.100625 -0.03 -0.01 0.04
Cl -2.753009 0.545462 3.024293 -0.10 -0.10 0.06
Cl -4.191829 -1.944895 2.764663 0.28 0.11 0.63
Cl -1.544743 -1.912933 3.923975 -0.03 0.01 -0.03
C -6.211827 -2.807841 -1.273684 0.03 -0.03 0.01
Cl -5.652280 -4.328234 -1.983950 -0.09 0.10 0.07
Cl -5.793490 -1.466151 -2.345757 -0.02 -0.03 0.03
Cl -7.968496 -2.868441 -1.064595 0.04 -0.06 0.04
Cl -5.436005 -2.568135 0.298760 -0.27 -0.08 -0.68
C 3.125586 -0.394822 -3.722656 -0.05 -0.07 0.14
Cl 2.717252 -0.365483 -5.442297 0.00 0.03 0.07
Cl 2.208849 0.868604 -2.885885 0.01 0.01 0.00
Cl 2.720641 -1.969353 -3.031293 -0.32 0.48 0.46
Cl 4.857359 -0.091609 -3.522704 -0.08 -0.14 -0.23
C -3.487282 3.610190 8.633880 -0.06 0.06 0.00
Cl -5.091868 4.041812 9.242078 0.04 0.00 0.01
Cl -3.543068 1.979511 7.956879 -0.04 0.05 0.01
Cl -3.004450 4.761683 7.380889 -0.14 -0.09 0.24
Cl -2.320308 3.661710 9.960696 -0.01 -0.01 -0.05
C 4.653572 -4.978595 -5.176273 0.05 0.02 -0.04
Cl 6.168778 -5.253836 -6.045559 -0.05 0.00 0.04
Cl 4.193033 -3.277766 -5.304035 0.37 -0.48 -0.58
Cl 3.380699 -5.986093 -5.875372 0.03 0.03 0.02
Cl 4.868020 -5.398632 -3.470887 -0.01 0.02 -0.03
C -5.692783 -8.553041 -2.519605 -0.06 -0.04 0.02
Cl -5.447906 -9.872511 -3.667495 0.00 0.05 0.04
Cl -7.338777 -7.930025 -2.675978 0.05 0.00 0.00
Cl -5.438186 -9.145357 -0.874454 0.00 0.03 -0.04
Cl -4.540470 -7.252423 -2.858912 0.07 -0.10 -0.02
C 3.607090 8.320969 0.573903 0.02 0.10 0.00
Cl 2.610045 6.904373 0.946828 -0.14 0.21 0.00
Cl 3.784833 9.309391 2.025127 -0.01 -0.06 -0.05
Cl 5.201179 7.790180 0.021731 -0.04 0.00 0.02
Cl 2.827137 9.267320 -0.696776 0.02 -0.05 0.04
C -9.126108 1.208885 -3.753315 -0.04 -0.03 0.00
Cl -9.472334 1.154388 -5.486374 0.01 0.00 0.04
Cl -10.175411 2.403557 -2.980462 0.03 -0.02 -0.02
Cl -9.420526 -0.382059 -3.042761 0.04 0.11 -0.05
Cl -7.435797 1.665046 -3.505347 -0.04 0.00 0.00
C 4.376932 -1.149026 4.214135 0.04 0.05 -0.04
Cl 6.101233 -0.867284 3.944277 -0.04 0.00 -0.01
Cl 4.164361 -2.278115 5.558174 0.00 0.03 -0.04
Cl 3.583263 0.381071 4.597895 0.01 -0.15 0.01
Cl 3.655396 -1.831755 2.750169 0.01 0.02 0.02
C -3.888070 -8.881842 -7.727491 0.02 0.04 0.01
Cl -4.847816 -10.315850 -7.339470 0.02 0.03 -0.01
Cl -3.728402 -7.869976 -6.287705 -0.02 -0.05 -0.07
Cl -2.284017 -9.379992 -8.279493 -0.04 0.01 0.01
Cl -4.692883 -7.965134 -9.006599 0.02 -0.03 0.03
```
Forces are in eV/Å.

Output
E_LUMO: -0.0078 hartree
HOMO energy: -9.380 eV
HOMO-LUMO gap: 9.167 eV
DFT total energy: -29187.01646 hartree

Here are the Löwdin charges for atoms 1 to 4, given in e: 0.015, -0.970, 0.064, 0.856

=====

# 2
A molecular structure, C15H8BiCl2NO7S2 at a distorted geometry, computed with ωB97M-V/def2-TZVPD.

XYZ file:
```
36
Properties=species:S:1:pos:R:3:forces:R:3
Bi -0.424082 -5.556078 14.021549 -0.65 -0.41 -0.36
O -3.858996 -5.727131 17.070453 0.00 0.33 -0.71
S -2.864704 -4.978116 16.345439 -0.29 -1.02 -0.19
O -1.752488 -4.525272 17.133485 0.36 0.12 -0.46
O -2.411482 -5.747210 15.076275 -0.26 0.83 1.57
C -3.637375 -3.490213 15.683173 -1.02 0.06 0.86
C -4.932106 -3.175257 16.174534 2.45 -2.83 -0.19
C -5.540629 -2.000637 15.927984 -3.74 -0.11 1.95
C -4.933933 -0.994585 15.280478 2.81 -0.09 -2.20
C -3.637014 -1.277554 14.764922 0.59 -0.01 0.08
C -2.989712 -2.527536 14.930171 -0.86 1.29 0.44
S -1.530646 -2.762157 13.963450 -0.24 0.50 -2.07
O -1.949827 -3.766592 12.946936 0.37 0.63 0.12
O -1.102264 -1.463255 13.488267 -0.31 -1.24 0.50
O -0.429161 -3.488603 14.689150 0.46 0.04 1.01
H -5.388140 -4.004258 16.698440 -0.28 0.27 0.24
H -6.589089 -1.935208 16.372861 1.42 0.32 -0.91
H -5.427105 -0.123248 14.926985 -0.27 0.82 0.32
H -3.001686 -0.550248 14.246857 -0.79 -0.01 0.03
Cl 3.662880 -5.637985 16.827816 -0.01 -0.30 0.89
C 3.697740 -5.398648 15.166289 0.22 -0.13 -1.14
C 4.898589 -5.092968 14.527939 1.30 0.49 0.98
C 4.952034 -4.675679 13.234029 -0.89 -0.31 -0.45
Cl 6.420351 -4.198222 12.516939 0.70 0.13 -0.28
C 3.759858 -4.606107 12.453945 -0.71 -0.93 0.56
C 3.619343 -4.256202 11.097319 -2.28 0.43 1.67
C 2.352924 -3.951758 10.631560 1.07 -0.84 -0.06
C 1.219038 -4.191091 11.419250 -0.02 0.42 -0.97
N 1.313701 -4.838428 12.547065 0.30 0.47 0.15
C 2.552624 -5.041851 13.081920 0.61 0.69 0.02
C 2.568974 -5.486457 14.410045 -2.50 -0.86 1.89
O 1.405361 -5.911021 15.033372 1.14 0.70 -0.91
H 5.785927 -5.116059 15.186593 -0.36 0.13 -0.77
H 4.468969 -4.163984 10.531446 1.81 0.40 -1.51
H 2.248899 -3.698786 9.600772 -0.26 0.51 -0.42
H 0.252002 -3.817512 11.063671 0.12 -0.52 0.33
```
Forces are in eV/Å.

Output
E_LUMO: -0.0493 hartree
HOMO energy: -8.959 eV
HOMO-LUMO gap: 7.619 eV
DFT total energy: -3089.22668 hartree

Here are the Löwdin charges for atoms 1 to 4, given in e: 1.997, -0.292, 0.510, -0.293